Entry 1:
Molecular formula: C41H67I2N3O13S
Method: DFT, wB97M-V/def2-TZVPD

Last column: Löwdin charge in e.
Positions of all 127 atoms, in Å:
C 5.85 -3.18 1.77  0.04
C 4.50 -3.63 1.63  -0.10
C 2.95 -3.81 1.12  -0.12
C 2.45 -2.79 -0.04  -0.35
C 1.66 -3.78 -1.15  -0.09
C 0.15 -4.22 -0.62  -0.07
C -0.96 -3.58 -1.68  -0.25
O -0.96 -2.28 -2.07  -0.07
N -2.06 -4.44 -2.32  0.01
C -3.01 -4.78 -1.14  -0.17
C -3.06 -6.36 -0.72  -0.02
C -4.02 -6.81 0.52  -0.07
C -4.89 -5.64 1.32  -0.08
C -4.85 -4.05 0.88  -0.06
C -3.90 -3.59 -0.38  0.00
C 3.67 -2.14 -0.98  -0.14
N 4.10 -3.05 -2.11  -0.06
C 5.06 -4.13 -1.68  -0.18
O 5.29 -4.98 -2.90  -0.15
C 5.21 -6.41 -2.55  -0.22
O 3.84 -6.90 -2.28  -0.18
C 3.89 -7.92 -1.20  -0.18
C 2.43 -8.34 -0.60  -0.18
O 1.91 -7.35 0.40  -0.16
O 1.43 -1.82 0.29  -0.13
C 1.57 -1.01 1.46  -0.67
S 3.26 -0.42 1.98  0.68
C 0.85 -1.61 2.85  -0.15
O 0.30 -0.54 3.71  -0.17
N -0.29 -1.20 4.73  -0.01
O -1.47 -1.46 4.44  0.03
C 0.72 0.40 1.16  -0.60
I 1.78 2.35 1.25  0.74
C -0.72 0.46 0.82  -0.68
C -1.67 -0.86 0.74  -0.16
I -1.64 2.44 0.46  0.74
H 6.96 -2.74 1.83  0.06
H 2.28 -3.84 2.10  0.12
H 2.90 -4.93 0.70  0.11
H 2.25 -4.76 -1.37  0.11
H 1.47 -3.21 -2.18  0.13
H 0.09 -5.40 -0.77  0.12
H -0.05 -3.96 0.50  0.12
H -2.65 -3.80 -2.91  0.11
H -2.40 -7.15 -1.33  0.10
H -4.07 -7.96 0.81  0.09
H -5.56 -5.95 2.24  0.08
H -5.48 -3.20 1.43  0.09
H -3.86 -2.47 -0.72  0.09
H 4.54 -1.69 -0.35  0.09
H 3.15 -1.20 -1.51  0.15
H 4.54 -2.47 -2.88  0.11
H 6.09 -3.64 -1.43  0.14
H 4.65 -4.87 -0.87  0.12
H 5.59 -7.06 -3.48  0.16
H 5.95 -6.58 -1.64  0.15
H 4.56 -7.59 -0.28  0.14
H 4.35 -8.90 -1.70  0.14
H 1.62 -8.48 -1.45  0.13
H 2.47 -9.37 0.00  0.14
H 1.40 -7.82 1.13  0.10
H 3.97 0.15 0.90  -0.07
H 0.04 -2.40 2.53  0.13
H 1.64 -2.20 3.52  0.14
H -2.42 -0.75 -0.18  0.07
H -1.13 -1.90 0.77  0.06
H -2.39 -0.84 1.70  0.09
C -5.45 5.18 -1.33  -0.02
C -4.06 5.27 -1.91  -0.48
O -3.06 5.22 -1.20  -0.01
C -3.95 5.44 -3.41  -0.02
H -5.37 5.06 -0.24  0.09
H -6.01 6.09 -1.54  0.06
H -5.96 4.31 -1.74  0.09
H -4.44 6.37 -3.71  0.08
H -4.40 4.58 -3.91  0.09
H -2.89 5.50 -3.69  0.08
C -2.03 3.19 7.33  -0.03
C -1.98 3.33 5.83  -0.49
O -2.53 4.27 5.26  0.05
C -1.23 2.28 5.06  -0.02
H -2.60 4.02 7.75  0.08
H -2.52 2.25 7.60  0.09
H -1.01 3.22 7.74  0.08
H -1.69 1.30 5.23  0.07
H -0.18 2.27 5.36  0.09
H -1.28 2.51 3.99  0.07
C -2.03 8.25 2.89  -0.03
C -1.98 8.39 1.40  -0.49
O -2.53 9.33 0.82  0.04
C -1.23 7.34 0.62  -0.03
H -2.60 9.08 3.32  0.08
H -2.52 7.32 3.16  0.09
H -1.01 8.28 3.30  0.08
H -1.69 6.36 0.79  0.07
H -0.18 7.33 0.93  0.09
H -1.28 7.57 -0.45  0.08
C -8.71 7.13 -4.98  -0.03
C -7.94 7.12 -3.68  -0.48
O -7.82 6.09 -3.02  0.04
C -7.33 8.42 -3.23  -0.02
H -9.10 6.13 -5.18  0.09
H -9.56 7.82 -4.90  0.09
H -8.05 7.43 -5.80  0.09
H -8.11 9.16 -3.07  0.09
H -6.61 8.77 -3.97  0.09
H -6.81 8.25 -2.28  0.08
C 4.06 2.75 4.96  -0.03
C 5.25 3.16 4.14  -0.49
O 5.25 3.03 2.91  0.03
C 6.43 3.73 4.87  -0.03
H 3.28 2.35 4.30  0.05
H 4.34 1.97 5.67  0.09
H 3.65 3.62 5.49  0.09
H 6.83 3.00 5.57  0.08
H 6.14 4.64 5.40  0.09
H 7.22 3.98 4.15  0.08
C 2.86 -1.63 -5.54  -0.02
C 4.24 -1.53 -6.13  -0.49
O 5.24 -1.59 -5.41  0.05
C 4.35 -1.37 -7.62  -0.03
H 2.93 -1.75 -4.46  0.06
H 2.30 -0.72 -5.76  0.09
H 2.34 -2.50 -5.96  0.09
H 3.86 -0.44 -7.93  0.09
H 3.90 -2.22 -8.12  0.09
H 5.41 -1.31 -7.90  0.08

Values from the calculation:
LUMO   -0.849 eV
Molar mass   1095.9 g mol⁻¹
Kohn-Sham gap   0.2567 Eh
E_HOMO   -7.8 eV


Entry 2:
Molecular formula: C41H68Br26N2OS
Method: DFT, wB97M-V/def2-TZVPD

Last column: Löwdin charge in e.
Positions of all 139 atoms, in Å:
N 4.47 2.35 2.17  0.01
C 4.79 2.08 0.76  -0.28
C 4.83 3.36 -0.12  -0.37
O 5.39 4.47 0.57  -0.06
C 3.50 3.71 -0.81  -0.11
C 2.40 4.23 0.10  -0.22
C 2.59 5.46 0.73  -0.04
C 1.62 6.00 1.56  -0.08
C 0.44 5.30 1.74  -0.04
C 0.17 4.07 1.14  -0.24
C 1.18 3.55 0.32  -0.37
S 0.96 1.99 -0.52  1.00
C -0.57 1.38 0.19  -0.42
C -0.97 0.07 -0.14  -0.12
C -2.16 -0.46 0.33  -0.10
C -2.97 0.35 1.15  -0.22
C -2.56 1.62 1.47  -0.26
C -1.35 2.18 1.01  -0.29
N -1.11 3.52 1.40  0.07
H 5.12 1.79 2.72  0.01
H 3.56 1.95 2.40  0.06
H 5.77 1.59 0.62  0.05
H 4.04 1.38 0.34  0.06
H 5.55 3.13 -0.94  0.13
H 5.96 4.13 1.28  0.02
H 3.20 2.81 -1.37  0.08
H 3.69 4.47 -1.59  0.13
H 3.52 6.01 0.55  0.11
H 1.73 6.97 2.05  0.10
H -0.32 5.75 2.39  0.11
H -0.32 -0.51 -0.79  0.04
H -2.43 -1.47 0.04  0.09
H -3.92 -0.07 1.48  0.04
H -3.22 2.19 2.12  0.02
H -1.84 4.14 1.06  0.08
Br 7.75 -1.35 1.32  0.59
C 7.16 -2.34 -0.24  -0.69
C 7.06 -1.45 -1.45  -0.68
Br 5.46 -0.33 -1.39  0.71
H 6.21 -2.82 0.02  0.05
H 7.92 -3.11 -0.40  0.06
H 6.96 -2.04 -2.36  0.06
H 7.91 -0.78 -1.54  0.05
Br -5.83 1.12 3.57  0.70
C -5.55 -0.32 4.85  -0.66
C -4.09 -0.46 5.18  -0.66
Br -3.11 -1.35 3.76  0.73
H -5.98 -1.22 4.42  0.05
H -6.12 -0.04 5.73  0.06
H -3.95 -1.10 6.06  0.06
H -3.60 0.49 5.36  0.06
Br -4.22 3.32 0.32  0.90
C -5.02 5.08 0.00  -0.69
C -6.19 5.33 0.93  -0.76
Br -7.80 4.35 0.36  0.57
H -5.27 5.13 -1.05  -0.01
H -4.21 5.79 0.20  0.07
H -6.48 6.37 0.94  -0.03
H -5.98 5.01 1.94  0.06
Br 0.95 -0.53 -3.30  0.65
C 0.24 -1.88 -4.51  -0.68
C -1.22 -2.14 -4.24  -0.68
Br -1.46 -3.24 -2.65  0.61
H 0.85 -2.76 -4.40  0.05
H 0.37 -1.47 -5.51  0.06
H -1.67 -2.71 -5.05  0.04
H -1.80 -1.23 -4.08  0.06
Br -0.78 -6.40 4.71  0.60
C -0.51 -4.58 4.06  -0.70
C 0.36 -3.79 5.00  -0.74
Br -0.64 -3.21 6.56  0.59
H -1.50 -4.15 3.92  0.02
H -0.02 -4.70 3.09  0.06
H 0.69 -2.86 4.52  0.05
H 1.22 -4.33 5.34  -0.05
Br -7.19 6.66 -1.14  0.78
C -8.73 6.67 -2.32  -0.63
C -8.43 7.33 -3.64  -0.70
Br -8.39 9.27 -3.48  0.61
H -9.54 7.15 -1.78  0.06
H -8.97 5.61 -2.47  0.06
H -9.21 7.12 -4.37  0.06
H -7.47 7.03 -4.06  0.05
Br 3.59 -5.00 4.51  0.69
C 5.11 -3.80 4.66  -0.67
C 4.65 -2.37 4.82  -0.68
Br 4.02 -1.62 3.13  0.60
H 5.72 -3.96 3.78  0.05
H 5.65 -4.12 5.54  0.06
H 5.47 -1.73 5.12  0.06
H 3.83 -2.27 5.53  0.05
Br 7.81 2.89 2.96  0.69
C 7.96 3.80 4.68  -0.67
C 7.58 5.26 4.56  -0.68
Br 9.01 6.30 3.73  0.59
H 8.97 3.65 5.03  0.05
H 7.26 3.28 5.34  0.06
H 7.45 5.70 5.54  0.06
H 6.69 5.42 3.96  0.05
Br -1.63 -6.96 -6.12  0.61
C -2.57 -6.99 -4.42  -0.68
C -4.04 -6.71 -4.59  -0.69
Br -4.36 -4.82 -4.90  0.60
H -2.07 -6.27 -3.77  0.02
H -2.41 -7.99 -4.02  0.06
H -4.58 -6.95 -3.68  0.06
H -4.48 -7.24 -5.43  0.01
Br 2.37 -8.22 -7.13  0.60
C 1.68 -9.57 -8.35  -0.69
C 0.22 -9.85 -8.10  -0.69
Br -0.03 -10.96 -6.52  0.63
H 2.31 -10.45 -8.24  0.05
H 1.82 -9.16 -9.35  0.06
H -0.20 -10.43 -8.92  0.06
H -0.37 -8.95 -7.95  0.00
Br 11.21 9.16 3.29  0.59
C 10.40 10.91 3.04  -0.69
C 9.26 11.14 4.00  -0.70
Br 7.66 10.17 3.45  0.60
H 10.09 10.96 2.00  0.05
H 11.20 11.62 3.22  0.06
H 8.97 12.18 4.00  0.06
H 9.49 10.82 5.01  0.05
Br -10.09 2.15 2.73  0.58
C -9.21 0.57 2.01  -0.71
C -10.08 -0.65 2.15  -0.69
Br -10.07 -1.32 3.98  0.59
H -8.26 0.48 2.52  -0.04
H -9.04 0.80 0.96  0.06
H -9.68 -1.47 1.55  0.06
H -11.11 -0.48 1.88  0.05
Br -4.62 -9.94 -6.82  0.63
C -3.75 -11.52 -7.57  -0.70
C -4.66 -12.72 -7.53  -0.70
Br -4.77 -13.47 -5.74  0.61
H -2.83 -11.66 -7.02  -0.01
H -3.52 -11.25 -8.60  0.06
H -4.26 -13.52 -8.15  0.06
H -5.68 -12.50 -7.84  0.05

Values from the calculation:
LUMO   0.250 eV
Molar mass   2714.6 g mol⁻¹
Kohn-Sham gap   0.2659 Eh
E_HOMO   -7.0 eV


Entry 3:
Molecular formula: C41H69N4O6SbSi4SnTe
Method: DFT, wB97M-V/def2-TZVPD

Last column: Löwdin charge in e.
Positions of all 127 atoms, in Å:
Sn -0.10 1.00 -0.26  1.35
O -2.13 0.00 -0.20  -0.34
C -2.99 -0.35 0.70  -0.40
C -4.33 -0.63 0.32  -0.04
C -5.27 -1.06 1.23  -0.09
C -4.94 -1.21 2.58  -0.11
C -3.65 -0.93 2.98  -0.06
C -2.66 -0.50 2.08  -0.17
C -1.38 -0.15 2.64  -0.09
N -0.38 0.33 2.00  -0.11
N 0.71 0.69 2.76  0.06
C 1.26 1.78 2.29  -0.51
O 0.81 2.45 1.28  -0.20
C 2.49 2.28 2.97  -0.16
C 3.07 3.46 2.53  -0.03
C 4.25 3.92 3.11  -0.07
C 4.83 3.20 4.14  -0.09
C 4.24 2.03 4.59  -0.09
C 3.08 1.56 4.01  -0.05
H -4.58 -0.52 -0.72  0.11
H -6.28 -1.28 0.90  0.10
H -5.68 -1.53 3.30  0.10
H -3.38 -1.04 4.03  0.11
H -1.30 -0.23 3.72  0.13
H 2.59 4.01 1.74  0.12
H 4.70 4.83 2.75  0.11
H 5.75 3.56 4.59  0.10
H 4.70 1.48 5.41  0.10
H 2.60 0.65 4.35  0.11
C 3.55 -0.45 1.11  0.00
C 3.57 0.82 0.36  -0.36
N 2.63 1.24 -0.47  0.10
C 3.04 2.47 -0.92  -0.13
C 4.26 2.78 -0.38  -0.09
N 4.58 1.72 0.41  0.19
C 5.22 3.90 -0.51  -0.50
O 4.86 4.91 -1.26  0.13
O 6.28 3.85 0.08  0.08
C 2.16 3.31 -1.79  -0.58
O 2.57 4.45 -2.12  0.03
O 1.04 2.82 -2.15  -0.35
H 2.52 -0.81 1.15  0.05
H 3.91 -0.31 2.13  0.08
H 4.17 -1.20 0.62  0.08
H 5.42 1.70 0.98  0.17
H 3.93 4.76 -1.64  0.04
C -0.50 4.03 -4.77  -0.20
Si 0.68 2.64 -5.17  0.30
C 0.25 1.86 -6.86  -0.25
C 2.44 3.26 -5.31  -0.19
Si -0.12 -0.87 -5.36  0.44
Te 0.43 0.72 -3.51  0.80
Si -2.40 -1.19 -6.01  0.36
C -3.03 -2.76 -5.18  -0.20
C -3.34 0.33 -5.41  -0.21
C -2.57 -1.36 -7.88  -0.21
Si 1.66 -2.07 -6.41  0.37
C 1.30 -3.92 -6.38  -0.21
C 3.22 -1.62 -5.44  -0.21
C 1.89 -1.56 -8.22  -0.21
H -0.35 4.85 -5.49  0.04
H -0.28 4.41 -3.78  0.03
H -1.55 3.73 -4.80  0.03
H 0.33 2.62 -7.64  0.05
H -0.77 1.46 -6.89  0.00
H 0.94 1.06 -7.11  -0.01
H 2.51 3.94 -6.17  0.04
H 3.17 2.46 -5.44  0.03
H 2.71 3.83 -4.42  0.02
H -3.04 -2.67 -4.09  0.01
H -2.42 -3.63 -5.44  0.03
H -4.06 -2.97 -5.50  0.04
H -3.11 0.55 -4.37  0.03
H -4.42 0.19 -5.50  0.04
H -3.07 1.22 -6.00  0.02
H -2.01 -2.22 -8.26  0.02
H -2.21 -0.47 -8.40  0.03
H -3.62 -1.49 -8.15  0.04
H 0.94 -4.27 -5.41  0.00
H 2.20 -4.49 -6.62  0.04
H 0.54 -4.17 -7.13  0.03
H 3.02 -1.52 -4.37  0.00
H 3.61 -0.65 -5.78  0.03
H 4.01 -2.36 -5.56  0.04
H 0.96 -1.68 -8.79  0.03
H 2.65 -2.18 -8.69  0.04
H 2.21 -0.52 -8.31  0.02
C -2.68 -3.62 -1.37  -0.14
C -2.03 -4.36 -0.20  -0.68
C -2.84 -4.14 1.07  -0.12
C -1.98 -5.85 -0.49  -0.11
Sb -0.08 -3.27 0.13  1.61
C 0.80 -4.34 1.91  -0.71
C 0.50 -5.83 1.94  -0.12
C 0.17 -3.63 3.11  -0.14
C 2.31 -4.11 1.96  -0.13
C 1.10 -3.92 -1.70  -0.68
C 0.71 -5.26 -2.30  -0.12
C 0.82 -2.79 -2.70  -0.21
C 2.59 -3.92 -1.40  -0.12
H -3.70 -3.98 -1.51  0.09
H -2.13 -3.78 -2.30  0.04
H -2.73 -2.54 -1.18  0.06
H -3.89 -4.43 0.90  0.09
H -2.85 -3.09 1.38  0.05
H -2.46 -4.74 1.90  0.07
H -3.00 -6.25 -0.47  0.09
H -1.41 -6.40 0.26  0.05
H -1.56 -6.08 -1.47  0.05
H -0.56 -6.02 2.08  0.06
H 1.03 -6.30 2.78  0.09
H 0.84 -6.33 1.03  0.07
H -0.91 -3.75 3.14  0.06
H 0.39 -2.56 3.08  0.06
H 0.59 -4.03 4.04  0.09
H 2.84 -4.66 1.18  0.06
H 2.69 -4.46 2.93  0.09
H 2.56 -3.05 1.87  0.05
H -0.30 -5.23 -2.72  0.06
H 0.75 -6.06 -1.55  0.07
H 1.39 -5.53 -3.11  0.08
H -0.25 -2.71 -2.94  0.06
H 1.37 -2.97 -3.63  0.04
H 1.15 -1.84 -2.29  0.01
H 2.88 -4.80 -0.82  0.07
H 2.89 -3.03 -0.85  0.06
H 3.16 -3.94 -2.34  0.08

Values from the calculation:
LUMO   -2.509 eV
Molar mass   1194.4 g mol⁻¹
Energy above the lowest of the compared OMol25 structures with the same formula, charge and spin   2.676 eV
Kohn-Sham gap   0.1780 Eh
E_HOMO   -7.4 eV